# 1
30
Properties=species:S:1:pos:R:3 method="wB97M-V/def2-TZVPD" de_lowest_kcal_mol=49.2 e_homo_ev=-7.5 e_lumo_ev=0.73 homo_lumo_gap_ev=8.276
C 1.50170 -2.14433 -1.41519
C 0.20378 -1.50676 -1.88956
O -0.88636 -1.94965 -1.05321
C 0.63795 0.25737 -2.25826
N -0.30355 1.26937 -2.20017
H 1.73632 -1.80933 -0.40267
H 1.45123 -3.23975 -1.41250
H 2.32686 -1.86353 -2.06978
H -0.02981 -1.88256 -2.89836
H -0.89973 -2.91488 -1.03383
H 1.07048 0.08770 -3.24766
H 1.40274 0.42373 -1.50285
H -0.79991 1.19188 -1.06437
H -1.00397 1.15248 -2.92703
C 1.06171 1.08642 1.23214
C -0.42951 0.83135 1.47490
C -0.61178 -0.37621 2.40381
C -1.09304 2.08322 2.04812
N -1.07276 0.56253 0.17635
H 1.54145 1.38397 2.16315
H 1.19514 1.87848 0.49741
H 1.55297 0.18613 0.86685
H -1.67071 -0.55653 2.59577
H -0.11843 -0.20264 3.35913
H -0.21075 -1.27170 1.92955
H -0.97791 2.91548 1.35512
H -0.64184 2.35543 3.00094
H -2.15775 1.91419 2.21398
H -0.69826 -0.31546 -0.22947
H -2.07624 0.45360 0.28766



# 2
30
Properties=species:S:1:pos:R:3 method="wB97M-V/def2-TZVPD" de_lowest_kcal_mol=52.2 e_homo_ev=-7.2 e_lumo_ev=0.82 homo_lumo_gap_ev=8.055
C 1.11440 -1.75070 -2.62877
C 1.26309 -1.60675 -1.11179
C -0.10284 -1.68713 -0.42820
O 2.12882 -2.63258 -0.60679
C 1.98082 -0.29059 -0.78547
N 2.15921 -0.13961 0.66132
H 0.52585 -0.93045 -3.03627
H 2.09401 -1.75234 -3.10468
H 0.61152 -2.68746 -2.87198
H 0.00756 -1.57713 0.64826
H -0.75758 -0.89991 -0.79533
H -0.57548 -2.64739 -0.64037
H 1.69442 -3.48389 -0.72742
H 1.38078 0.54796 -1.14882
H 2.93775 -0.29731 -1.32523
H 2.50452 -1.01963 1.03347
H 2.87398 0.55743 0.84565
C -2.20909 1.76704 -0.19543
C -2.06312 1.24218 1.09445
C -2.69823 1.93779 2.26745
H -2.12098 1.09959 -1.04488
H -2.81724 2.65204 -0.33744
H -2.03566 0.16131 1.21314
H -3.64058 1.45668 2.52763
H -2.02300 1.88024 3.12482
H -2.86947 2.99329 2.05338
N -0.04924 1.70846 1.43133
H 0.54423 0.88294 1.29895
H 0.35689 2.34454 2.11161
H -0.21532 2.17138 0.47740



# 3
31
Properties=species:S:1:pos:R:3 method="wB97M-V/def2-TZVPD" de_lowest_kcal_mol=146.5 e_homo_ev="-18.2 / -17.3" total_charge=+2 e_lumo_ev="-9.39 / -10.95" homo_lumo_gap_ev="8.812 / 6.326"
C -1.96740 2.01105 -1.54122
C -0.78165 2.54580 -0.72006
C 0.17811 1.48903 -0.22961
C 0.76308 1.75082 1.19175
C 1.32169 1.09505 -1.17222
N -0.79713 0.15338 0.07422
N -0.62309 -1.03785 -0.37993
C -0.32575 -2.29816 0.56578
C -0.77410 -1.91768 1.94728
N 1.02411 -2.64894 0.53462
N 1.72271 -3.14512 -0.53716
H -1.76560 1.73476 -2.56934
H -2.91143 2.65422 -1.52353
H -2.19842 1.05356 -1.02113
H -1.10155 3.05075 0.22099
H -0.27449 3.26871 -1.48706
H 1.49224 0.98108 1.60398
H 1.40767 2.64814 1.13995
H -0.19080 2.15818 1.69257
H 0.95466 0.46821 -1.96618
H 2.28560 0.69149 -0.62246
H 1.82154 2.02419 -1.54014
H -1.28195 0.34025 0.91228
H -0.21340 -1.15885 -1.23052
H -0.96765 -3.11991 0.07781
H -0.28250 -1.07689 2.15965
H -0.55141 -2.69072 2.64163
H -1.81527 -1.85474 1.98079
H 1.65799 -2.11027 1.09298
H 2.76653 -2.93792 -0.55556
H 1.42766 -4.12158 -0.74014



# 4
31
Properties=species:S:1:pos:R:3 method="wB97M-V/def2-TZVPD" de_lowest_kcal_mol=27.7 e_homo_ev=-8.0 e_lumo_ev=-0.10 homo_lumo_gap_ev=7.921
C -0.10585 1.73396 1.89976
P -0.51324 0.93830 0.48618
N 0.52692 -0.02278 -0.18099
Si 2.25348 -0.01996 -0.57239
C 2.28724 0.24989 -2.46300
C 3.36049 1.09378 0.53576
C 2.77766 -1.73500 -0.07018
Si -2.43953 -0.22951 0.17322
C -2.10311 -0.75586 -1.64862
C -2.53261 -1.71452 1.41375
C -3.85745 0.98012 0.64255
H -0.79843 2.56750 2.26295
H 0.94860 1.81251 2.24336
H 2.77303 -0.57234 -2.92836
H 1.40688 0.43588 -3.11149
H 3.04277 1.14962 -2.70673
H 4.30625 1.20030 -0.00705
H 2.85004 1.97310 0.66815
H 3.47987 0.71179 1.51481
H 3.84327 -1.91622 0.06580
H 2.11648 -1.85511 0.76025
H 2.50641 -2.57220 -0.67124
H -2.57477 -1.59223 -2.05001
H -2.44862 0.00736 -2.32208
H -0.98256 -0.88020 -1.81235
H -2.99032 -1.26903 2.22698
H -3.16993 -2.56145 0.94684
H -1.52687 -2.01798 1.50720
H -4.87802 0.71864 0.55130
H -3.73318 1.35043 1.72127
H -3.86986 1.93916 0.05634



# 5
33
Properties=species:S:1:pos:R:3 method="wB97M-V/def2-TZVPD" de_lowest_kcal_mol=98.1 e_homo_ev="-10.0 / -10.4" total_charge=+1 e_lumo_ev="-4.94 / -5.39" homo_lumo_gap_ev="5.102 / 5.033"
C -3.00204 0.94365 -1.76620
C -4.37889 1.18828 0.28402
C -2.26784 0.86265 2.48734
C -0.24467 2.24554 1.82005
C 2.91429 -2.87309 -0.41233
C 5.32591 -3.20767 -1.19621
C -1.81224 1.49785 0.18477
N -2.98674 1.14450 -0.36173
N -1.38988 1.52682 1.38562
N 3.88404 -3.46756 -1.21556
P 1.18697 1.45757 -0.87118
S 2.84862 0.47438 -0.81352
H -2.58215 1.72601 -2.28854
H -2.41810 0.03979 -1.91653
H -4.03945 0.65437 -2.04737
H -4.67512 0.25766 0.74785
H -4.46945 1.89263 1.06683
H -5.07462 1.24176 -0.47213
H -3.26236 1.21839 2.27061
H -2.36360 -0.20675 2.47942
H -1.97286 1.18303 3.48014
H 0.64175 1.75628 1.44375
H -0.37077 3.18427 1.20734
H -0.23736 2.36512 2.82818
H 3.20710 -2.77885 0.76150
H 2.63340 -1.66457 -0.49429
H 1.97453 -3.42935 -0.43782
H 5.72220 -3.54554 -2.15537
H 5.46518 -2.19873 -1.02760
H 5.77546 -3.74334 -0.32020
H 3.47527 -3.98561 -1.92366
H 0.83346 1.47961 -2.21584
H 1.65998 2.76089 -0.51136



# 6
32
Properties=species:S:1:pos:R:3 method="wB97M-V/def2-TZVPD" de_lowest_kcal_mol=60.2 e_homo_ev=-8.1 e_lumo_ev=0.95 homo_lumo_gap_ev=9.077
C 0.94407 -3.46307 0.40446
C -0.09602 -2.43003 0.31378
N 0.61450 -1.16920 0.11421
N -0.49447 -0.02068 0.11018
N -0.62713 0.47520 1.39819
C 0.61484 1.22642 1.97189
C 0.63659 1.29672 3.48351
Si -0.56020 0.93691 -1.32629
C -0.78925 -0.49555 -2.56380
C -1.94477 2.16648 -1.50250
C 1.16273 1.70061 -1.67941
H 1.35154 -3.69237 -0.59405
H 1.47806 -3.17907 1.29751
H 0.52448 -4.50893 0.53053
H -0.76573 -2.47398 -0.57800
H -0.76935 -2.34466 1.22401
H 0.95549 -1.13667 -0.83098
H -0.85243 -0.30272 1.94679
H 0.55627 2.28236 1.51111
H 1.49133 0.58557 1.60045
H 0.45561 0.31613 4.04735
H 1.54981 1.78746 3.98644
H -0.28447 1.84637 3.75164
H 0.13018 -0.87343 -3.13571
H -1.18528 -1.22793 -1.97039
H -1.45283 -0.18983 -3.34117
H -1.51020 3.22871 -1.49170
H -2.42178 2.04510 -2.56593
H -2.76566 2.13330 -0.82287
H 1.35461 1.33801 -2.62922
H 0.92206 2.68791 -1.79460
H 1.77741 1.45487 -0.86541



# 7
32
Properties=species:S:1:pos:R:3 method="wB97M-V/def2-TZVPD" de_lowest_kcal_mol=14.4 multiplicity=2 e_homo_ev="-14.6 / -14.6" total_charge=+1 e_lumo_ev="-2.65 / -7.17" homo_lumo_gap_ev="11.913 / 7.396"
C -1.83409 0.27181 1.20368
C -0.37253 0.70293 1.22025
N 0.80317 -0.11548 0.92618
C 1.23186 -1.26648 1.68234
C 0.69450 -2.47435 0.93933
C 0.75239 -2.00692 -0.56462
C 0.89503 -0.45522 -0.51867
C 2.25695 -0.04460 -1.09175
H -1.94267 -0.62334 1.82967
H -2.15827 -0.00390 0.20358
H -2.48177 0.97209 1.71573
H -0.27739 1.45194 0.43993
H -0.17879 1.24150 2.13489
H 0.68668 -1.28738 2.63077
H 2.30861 -1.24168 1.84772
H 1.23873 -3.36605 1.25176
H -0.31334 -2.74000 1.26385
H 1.54036 -2.61959 -0.99104
H -0.21510 -2.32313 -0.95015
H 0.08810 -0.09091 -1.14892
H 2.65784 -0.72619 -1.83786
H 2.96144 0.25879 -0.32704
H 2.16309 0.85489 -1.70928
H -2.03881 0.75423 -3.82285
H -1.89867 -0.66531 -3.76097
O -2.53785 0.00233 -3.46802
H -0.77591 4.19643 2.04031
H 0.12018 2.97917 2.40350
O -0.34577 3.40947 1.68846
H -1.46001 0.98794 -1.92771
H -0.53177 2.12139 -1.26819
O -1.03620 1.84563 -2.03491



# 8
41
Properties=species:S:1:pos:R:3 method="wB97M-V/def2-TZVPD" de_lowest_kcal_mol=80.9 multiplicity=3 e_homo_ev="-6.3 / -6.6" e_lumo_ev="-0.10 / -0.11" homo_lumo_gap_ev="6.224 / 6.470"
O 1.91346 -0.51763 -3.59380
H 2.75442 -0.18471 -4.01256
Pd 0.66726 -0.33358 -0.54488
N -0.08997 1.03230 0.59632
N 0.12107 1.22362 -1.90280
O -0.14491 0.98860 1.97646
O 0.29520 1.39982 -3.13663
C -0.55810 2.16994 0.08826
C -0.50160 2.27582 -1.28961
C -0.98240 3.16182 1.05846
C -0.83902 3.38486 -2.17202
H -0.22093 3.35031 1.81096
H -1.88109 2.80681 1.55546
H -1.17466 4.11108 0.57105
H -1.57460 3.14432 -2.94673
H 0.03106 3.77768 -2.69846
H -1.23963 4.18257 -1.56299
H 0.15091 0.07518 2.22042
H 1.50995 0.23502 -3.34569
O -3.39255 -0.61256 -0.31839
H -3.50616 -0.18001 0.54659
H -4.11287 -0.25814 -0.86863
C 2.36934 -0.83561 -1.04281
H 1.68288 -1.60909 -1.64824
H 2.37702 0.28357 -1.40014
H 3.38613 -1.20310 -0.84158
O 4.37717 -0.82070 2.77944
H 4.13519 0.12606 2.95035
H 3.50417 -1.25583 2.74058
C -0.39599 -3.07952 3.35498
O -1.09056 -3.25247 2.05742
C -0.58455 -2.41555 1.13211
O 0.33042 -1.58537 1.35745
N -1.11469 -2.61837 -0.10245
N -0.93305 -1.58048 -1.08715
H -0.71105 -3.92683 3.96389
H -0.71813 -2.13603 3.84543
H 0.71125 -3.07661 3.24282
H -1.97889 -3.15153 -0.20042
H -0.74858 -2.05377 -1.97880
H -1.82292 -1.04189 -1.15365